The following is a DFT calculation (ωB97M-V/def2-TZVPD) of a molecular structure, C28H30N6O5ReS3 at a distorted geometry.

XYZ file:
```
73
Properties=species:S:1:pos:R:3:mulliken_charge:R:1
Re -0.16 -0.13 0.68 0.719
N -2.10 -4.29 -0.01 -0.449
C -1.59 -3.06 -0.28 0.240
S -2.71 -1.81 -0.59 -0.418
N -0.29 -2.96 -0.35 -1.815
N 0.33 -1.80 -0.41 1.747
C 1.41 -1.72 -1.18 0.985
C 1.94 -2.88 -1.93 -0.536
C 2.14 -2.82 -3.30 -0.159
C 2.71 -3.89 -3.97 -0.895
C 3.08 -5.03 -3.27 -0.460
C 2.84 -5.10 -1.91 -0.854
C 2.28 -4.04 -1.24 -0.186
C 2.01 -0.42 -1.26 0.891
C 3.13 -0.11 -2.03 -1.043
C 3.62 1.17 -2.06 -0.671
C 2.97 2.14 -1.30 -1.024
C 1.87 1.78 -0.54 -0.050
N 1.39 0.53 -0.50 0.875
H -3.07 -4.45 -0.23 0.230
H -1.46 -5.07 0.00 0.211
H 1.82 -1.94 -3.85 0.559
H 2.88 -3.82 -5.03 0.403
H 3.55 -5.85 -3.79 0.415
H 3.11 -6.00 -1.37 0.411
H 2.11 -4.08 -0.17 0.508
H 3.61 -0.90 -2.60 0.687
H 4.48 1.43 -2.65 0.484
H 3.31 3.17 -1.28 0.492
H 1.36 2.51 0.07 0.387
O -2.61 4.99 -0.14 -0.691
C -2.03 5.05 1.07 0.496
C -2.09 6.26 1.76 -0.637
C -1.52 6.40 3.00 -0.406
C -0.87 5.33 3.60 -0.839
C -0.79 4.13 2.93 -0.703
C -1.37 3.96 1.67 0.450
C -1.20 2.66 1.01 0.463
O -0.55 1.75 1.60 -0.778
N -1.69 2.53 -0.22 -0.961
N -1.37 1.37 -0.83 0.104
C -1.72 1.23 -2.05 -0.234
S -1.23 -0.16 -3.00 0.138
C -1.85 0.53 -4.58 -0.640
C -3.09 1.32 -4.26 -0.589
S -2.65 2.47 -2.90 -0.112
H -2.49 4.08 -0.50 0.658
H -2.59 7.09 1.27 0.432
H -1.58 7.35 3.52 0.374
H -0.43 5.44 4.58 0.430
H -0.28 3.28 3.36 0.477
H -2.05 -0.31 -5.24 0.407
H -1.07 1.16 -5.01 0.290
H -3.89 0.68 -3.89 0.303
H -3.44 1.92 -5.10 0.402
C -2.80 -0.24 3.69 -1.443
C -2.18 -1.37 2.86 0.349
C -1.12 -2.11 3.69 -1.278
O -1.64 -0.89 1.70 -0.415
H -3.29 -0.65 4.57 0.460
H -3.54 0.30 3.09 0.330
H -2.02 0.46 3.98 0.287
H -2.98 -2.09 2.58 0.237
H -0.35 -1.40 4.00 0.249
H -0.65 -2.89 3.08 0.232
H -1.58 -2.57 4.56 0.485
C 3.50 -1.45 2.38 -0.896
O 2.33 -1.28 1.58 0.041
C 1.37 -0.47 2.08 0.561
O 1.44 0.04 3.16 -0.552
H 4.10 -2.19 1.87 0.241
H 3.22 -1.78 3.38 0.290
H 4.03 -0.50 2.45 0.308
```

Results
- strongest force on any atom (eV/Å) = 5.38
- expectation value of S² = 0.76
- 2S+1 = 2
- Kohn-Sham gap (spin up / spin down) (eV) = 5.47 / 5.75
- energy relative to the best compared isomer or geometry (same formula, charge and spin) (kcal per mole) = 56.9

=====

The following is a DFT calculation (ωB97M-V/def2-TZVPD) of a molecular structure, C27H24CuN5P at a distorted geometry.

XYZ file:
```
58
Properties=species:S:1:pos:R:3:mulliken_charge:R:1
Cu -0.16 0.79 -0.85 -0.928
N 3.89 -0.13 -2.13 0.038
C 2.86 0.55 -1.64 -0.106
N 1.62 0.13 -1.72 -0.723
C 1.34 -1.08 -2.35 0.996
N 0.11 -1.42 -2.56 -0.924
N -0.77 -0.49 -2.20 1.038
C -1.90 -0.26 -2.74 -0.241
C -2.56 0.98 -2.35 0.805
C -3.84 1.32 -2.76 -0.996
C -4.34 2.57 -2.41 -0.318
C -3.55 3.43 -1.66 -0.694
C -2.29 3.01 -1.27 0.047
N -1.80 1.82 -1.61 -0.070
C 2.43 -1.92 -2.79 0.584
C 2.25 -3.19 -3.34 -0.290
C 3.33 -3.91 -3.78 -0.801
C 4.62 -3.37 -3.70 -0.428
C 4.82 -2.12 -3.16 -0.907
C 3.73 -1.39 -2.70 0.315
H 4.82 0.25 -2.07 0.264
H 3.07 1.48 -1.15 0.452
H -2.31 -0.88 -3.53 0.490
H -4.42 0.63 -3.34 0.454
H -5.33 2.87 -2.72 0.465
H -3.91 4.41 -1.37 0.445
H -1.65 3.65 -0.68 0.444
H 1.24 -3.59 -3.40 0.501
H 3.19 -4.90 -4.20 0.440
H 5.46 -3.93 -4.07 0.428
H 5.82 -1.70 -3.09 0.395
C -2.69 0.14 1.27 -1.616
P -0.86 0.26 1.31 1.941
C -0.35 -1.19 2.26 0.528
C 0.80 -1.13 3.04 -0.622
C 1.19 -2.23 3.78 -0.670
C 0.45 -3.40 3.74 -0.513
C -0.68 -3.48 2.94 -0.666
C -1.08 -2.38 2.20 -0.424
C -0.58 1.68 2.41 0.068
C -1.00 1.66 3.74 -0.223
C -0.85 2.78 4.53 -0.789
C -0.28 3.94 4.00 -0.465
C 0.15 3.97 2.68 -0.845
C 0.00 2.84 1.88 -0.207
H -3.02 -0.63 0.57 0.483
H -3.10 1.10 0.96 0.379
H -3.06 -0.10 2.27 0.510
H 1.38 -0.21 3.09 0.420
H 2.08 -2.18 4.40 0.423
H 0.75 -4.26 4.32 0.419
H -1.26 -4.39 2.90 0.430
H -1.97 -2.45 1.58 0.299
H -1.43 0.76 4.15 0.372
H -1.17 2.76 5.56 0.434
H -0.16 4.81 4.62 0.417
H 0.60 4.86 2.27 0.441
H 0.34 2.85 0.85 0.300
```

Results
- total charge = +2
- strongest force on any atom (eV/Å) = 1.41
- expectation value of S² = 0.75
- 2S+1 = 2
- Kohn-Sham gap (spin up / spin down) (eV) = 7.21 / 5.78

=====

The following is a DFT calculation (ωB97M-V/def2-TZVPD) of a molecular structure, C5H10O2 at a distorted geometry.

XYZ file:
```
17
Properties=species:S:1:pos:R:3:mulliken_charge:R:1
C -2.28 -0.54 0.02 -1.457
C -0.97 0.18 -0.01 0.592
O -1.03 1.36 0.73 -0.540
C 0.36 -0.48 0.21 -0.175
C 1.25 0.19 -0.80 -0.405
C 2.33 0.05 0.36 -0.348
O 1.23 -0.09 1.29 -0.466
H -3.00 0.13 -0.47 0.353
H -2.17 -1.44 -0.58 0.354
H -2.65 -0.78 1.02 0.364
H -0.77 0.20 -1.42 -0.058
H -0.16 1.52 1.13 0.378
H 0.30 -1.58 0.11 0.301
H 0.64 -0.06 -1.81 0.327
H 1.03 1.27 -0.79 0.299
H 2.94 0.92 0.63 0.241
H 2.95 -0.85 0.38 0.239
```

Results
- strongest force on any atom (eV/Å) = 3.73
- 2S+1 = 1
- Kohn-Sham gap (eV) = 10.48
- energy relative to the best compared isomer or geometry (same formula, charge and spin) (kcal per mole) = 118.6

=====

The following is a DFT calculation (ωB97M-V/def2-TZVPD) of C14H18BrN5O3 in the gas phase at a distorted geometry.

XYZ file:
```
41
Properties=species:S:1:pos:R:3:mulliken_charge:R:1
C -5.60 -2.50 0.26 -1.239
C -4.80 -1.36 0.78 0.855
N -4.22 -0.47 -0.01 -1.195
N -3.60 0.41 0.79 0.989
C -3.76 0.11 2.10 0.789
C -4.54 -1.03 2.12 -0.291
Br -5.14 -1.95 3.65 -0.214
C -3.18 0.91 3.20 -1.438
H -2.10 0.88 3.15 0.303
H -3.50 0.50 4.16 0.353
H -3.51 1.95 3.15 0.300
C -2.85 1.48 0.20 -0.968
C -1.38 1.26 0.26 0.890
N -0.78 0.41 1.04 -0.366
O 0.54 0.56 0.77 -0.209
C 0.64 1.51 -0.17 0.774
N -0.52 1.97 -0.51 -0.552
C 1.98 1.92 -0.71 0.100
O 2.10 2.76 -1.57 -0.613
N 2.99 1.27 -0.11 -0.099
H 2.81 0.51 0.53 0.314
C 4.36 1.41 -0.53 -1.163
H 4.99 1.56 0.35 0.377
H 4.42 2.28 -1.18 0.427
C 4.84 0.15 -1.27 0.332
H 5.90 0.27 -1.50 0.385
O 4.66 -0.96 -0.41 -0.499
C 4.06 -2.02 -1.12 -0.545
C 3.17 -1.35 -2.17 -0.273
H 2.96 -2.00 -3.02 0.422
H 2.23 -1.03 -1.73 0.009
C 4.03 -0.13 -2.55 -0.835
H 3.43 0.72 -2.85 0.334
H 4.70 -0.39 -3.37 0.352
H 3.51 -2.63 -0.41 0.331
H 4.83 -2.64 -1.61 0.308
H -3.09 2.43 0.70 0.287
H -3.15 1.56 -0.85 0.335
H -5.17 -3.44 0.60 0.305
H -6.62 -2.44 0.64 0.304
H -5.62 -2.47 -0.82 0.327
```

Results
- strongest force on any atom (eV/Å) = 1.27
- SMILES string = Cc1nn(Cc2noc(C(=O)NC[C@@H]3CCCO3)n2)c(C)c1Br
- 2S+1 = 1
- Kohn-Sham gap (eV) = 8.79
- energy relative to the best compared isomer or geometry (same formula, charge and spin) (kcal per mole) = 0.0

=====

The following is a DFT calculation (ωB97M-V/def2-TZVPD) of 4 unconnected molecules or ions with the total composition C26H38BN3O4P2S at a distorted geometry.

XYZ file:
```
75
Properties=species:S:1:pos:R:3:mulliken_charge:R:1
C 0.79 2.38 6.78 -1.362
C 0.55 1.25 5.69 0.910
C 1.28 -0.06 6.27 -1.301
C 1.23 1.55 4.30 -1.350
P 0.16 2.61 3.13 0.239
C 0.84 2.89 1.42 -0.714
C 2.42 3.18 1.42 -0.784
S 3.02 2.74 -0.30 -0.141
C 3.84 1.16 0.00 0.384
N 5.03 0.71 -0.44 -0.381
N 5.13 -0.53 0.14 -0.361
C 4.06 -0.80 0.87 -0.070
O 3.17 0.27 0.81 0.099
O -0.73 1.17 2.69 -0.514
B -1.90 1.42 1.96 0.445
O -1.99 0.81 0.66 -0.430
O -3.00 2.18 2.40 -0.534
P 1.21 4.44 3.94 0.217
N 0.92 5.75 3.05 -0.822
H -0.15 2.97 6.92 0.271
H 1.61 3.10 6.49 0.278
H 1.06 1.97 7.79 0.447
H -0.55 1.07 5.58 0.373
H 2.01 0.24 7.08 0.367
H 0.56 -0.80 6.69 0.305
H 1.91 -0.55 5.48 0.335
H 1.36 0.56 3.77 0.342
H 2.25 1.97 4.45 0.599
H -1.03 3.17 3.68 0.012
H 0.36 3.76 0.90 0.489
H 0.71 2.01 0.72 0.280
H 2.65 4.27 1.56 0.624
H 2.95 2.52 2.14 0.302
H 3.84 -1.70 1.48 0.349
H -2.47 -0.02 0.83 0.230
H -3.57 1.70 3.01 0.284
H 0.65 4.73 5.23 0.112
H 2.61 4.18 4.03 0.109
H 0.32 5.51 2.25 0.284
C 0.58 -3.14 -2.88 -0.042
C -0.44 -2.59 -2.12 -0.692
C -0.17 -1.58 -1.21 -0.342
C 1.13 -1.11 -1.06 0.098
C 2.16 -1.65 -1.82 -0.301
C 1.88 -2.67 -2.73 -0.549
H 0.37 -3.93 -3.59 0.284
H -1.46 -2.95 -2.24 0.374
H -0.96 -1.15 -0.61 0.383
H 1.35 -0.32 -0.36 0.030
H 3.17 -1.29 -1.71 0.315
H 2.69 -3.10 -3.32 0.382
C 0.41 -8.10 -6.76 -0.361
C 1.34 -7.60 -5.85 -0.437
C 1.35 -6.25 -5.53 -0.239
C 0.43 -5.39 -6.12 -0.273
C -0.50 -5.88 -7.03 -0.460
C -0.51 -7.23 -7.36 -0.359
H 0.40 -9.15 -7.01 0.353
H 2.05 -8.28 -5.39 0.362
H 2.08 -5.87 -4.82 0.324
H 0.44 -4.34 -5.87 0.412
H -1.21 -5.21 -7.49 0.359
H -1.23 -7.62 -8.07 0.356
C -3.62 2.12 -2.02 -0.467
C -4.29 2.39 -3.21 -0.398
C -5.54 2.99 -3.18 -0.396
C -6.12 3.32 -1.96 -0.358
C -5.45 3.05 -0.78 -0.546
C -4.20 2.44 -0.81 -0.019
H -2.64 1.65 -2.05 0.375
H -3.83 2.14 -4.16 0.364
H -6.07 3.19 -4.11 0.355
H -7.10 3.79 -1.94 0.356
H -5.91 3.31 0.17 0.363
H -3.68 2.23 0.12 0.475
```

Results
- strongest force on any atom (eV/Å) = 3.51
- SMILES string = CC(C)C[PH](CCSc1nnco1)(OB(O)O)[PH2]=N.c1ccccc1.c1ccccc1.c1ccccc1
- 2S+1 = 1
- Kohn-Sham gap (eV) = 8.21